Record 1
Here is 4 unconnected molecules or ions with the total composition C3H14O4 from the Open Molecules 2025 dataset. Energies are from ωB97M-V with the def2-TZVPD basis set.

```
! RIJCOSX wB97M-V def2-TZVPD def2/J DEFGRID3
* xyz 0 1
C -1.09678 -0.76425 -0.19087
C -2.06917 -1.51669 0.68989
C -1.59061 -1.52861 2.12058
O -3.37455 -0.94633 0.52145
H -1.34081 -0.86917 -1.24780
H -1.18258 0.30736 0.01341
H -0.07010 -1.02274 -0.06111
H -2.18317 -2.53013 0.31610
H -0.62032 -2.02781 2.09858
H -1.50831 -0.49061 2.45509
H -2.25379 -2.07455 2.77898
H -3.70753 -0.66356 1.38038
O 4.04590 -1.69671 -0.31496
H 3.25478 -2.18643 -0.06515
H 4.47760 -2.28119 -0.94761
O 1.64340 7.14903 0.56086
H 1.17098 6.43325 0.99915
H 1.03347 7.45275 -0.11883
O 1.48679 -0.24469 -3.46189
H 1.51962 -0.43279 -4.40438
H 2.36520 -0.06613 -3.12186
*
```

Kohn-Sham gap: 10.72 eV
HOMO: -0.3730 Eh
E_LUMO: 0.566 eV
energy relative to the best compared isomer or geometry (same formula, charge and spin): 0.9684 eV

Atom charges from the Mulliken analysis, given in e for atoms 1 to 8:
1 C -1.271
2 C 0.618
3 C -1.377
4 O -0.545
5 H 0.319
6 H 0.295
7 H 0.331
8 H 0.180

=====

Record 2
Here is 5 unconnected molecules or ions with the total composition C3H15N2O2 from the Open Molecules 2025 dataset. Energies are from ωB97M-V with the def2-TZVPD basis set.

```
! RIJCOSX wB97M-V def2-TZVPD def2/J DEFGRID3
* xyz 1 1
C -1.13299 0.70028 -0.88858
C -2.59999 0.27718 -1.20582
C -1.47777 -0.40300 -2.04118
N -1.49598 -1.65677 0.50731
N -2.04336 0.16827 2.40336
H -1.10683 1.78996 -1.11267
H -0.74674 0.21725 -0.07831
H -2.88384 -0.40474 -0.34524
H -3.28286 1.17411 -1.50749
H -0.90614 -1.22280 -1.73604
H -1.55062 -0.06693 -3.06404
H -1.97340 -0.56346 1.67038
H -2.27942 -2.27453 0.42744
H -1.05387 -1.97818 1.36087
H -2.91456 0.33754 2.79950
H -1.36969 0.08958 3.10068
H 6.06438 2.30102 -1.09412
H 5.24816 1.58727 -0.08585
O 5.16924 2.01279 -0.91325
H 3.47991 -0.40941 0.12442
H 4.60238 -1.27796 0.96272
O 4.25400 -0.39748 0.71589
*
```

Kohn-Sham gap: 3.41 eV
HOMO: -0.4775 Eh
E_LUMO: -9.582 eV
energy relative to the best compared isomer or geometry (same formula, charge and spin): 10.0942 eV

Atom charges from the Mulliken analysis, given in e for atoms 1 to 8:
1 C -0.371
2 C -0.176
3 C -0.460
4 N -0.578
5 N -0.416
6 H 0.265
7 H 0.352
8 H 0.047

=====

Record 3
Here is 3 unconnected molecules or ions with the total composition C3H15N2O2 from the Open Molecules 2025 dataset. Energies are from ωB97M-V with the def2-TZVPD basis set.

```
! RIJCOSX wB97M-V def2-TZVPD def2/J DEFGRID3
* xyz 1 1
C 0.44709 0.66926 -0.30063
C -0.55282 1.37338 -1.21706
C -1.07884 2.73182 -0.69544
N -2.07773 2.42777 0.41389
N -0.26558 -0.03928 0.75592
H 1.16661 1.43743 0.07631
H 1.27513 0.18122 -0.82353
H -1.45228 0.72009 -1.14746
H -0.08948 1.57544 -2.19831
H -0.32279 3.42260 -0.22184
H -1.71667 3.12295 -1.47858
H -2.99193 2.76291 0.15998
H -1.77538 2.81843 1.29501
H -1.23511 -0.44050 0.59113
H 0.19723 -0.94205 1.05315
H -0.22223 0.45813 1.64684
H 0.68356 -3.01452 2.31073
H 1.55823 -2.52515 1.05228
O 0.86635 -2.29054 1.68633
H 1.60109 -4.35750 -1.20784
H 2.50843 -3.25684 -1.78688
O 2.17334 -3.62339 -0.96149
*
```

Kohn-Sham gap: 10.01 eV
HOMO: -0.4749 Eh
E_LUMO: -2.916 eV
energy relative to the best compared isomer or geometry (same formula, charge and spin): 1.2978 eV

Atom charges from the Mulliken analysis, given in e for atoms 1 to 8:
1 C -0.654
2 C -0.464
3 C -0.541
4 N -0.514
5 N -0.173
6 H 0.307
7 H 0.356
8 H 0.226

=====

Record 4
Here is a gas-phase ion, C3H15N9 (charge +2) from the Open Molecules 2025 dataset. Energies are from ωB97M-V with the def2-TZVPD basis set.

```
! RIJCOSX wB97M-V def2-TZVPD def2/J DEFGRID3
* xyz 2 1
N 1.71337 0.07509 0.91429
C 0.77061 0.82027 0.16646
N 0.02177 1.70013 0.89325
N 1.61627 1.83425 -0.89952
C -0.03138 -0.07671 -0.80650
N 0.89728 -0.90571 -1.44918
N -0.90544 0.73867 -1.53270
N -2.04899 0.67770 -1.14611
N -2.30429 -0.15877 -0.15155
C -1.04923 -0.89728 0.17791
N -0.98721 -2.24711 -0.06114
N -0.84286 -0.66870 1.73291
H 2.36370 -0.49745 0.35644
H 2.11812 0.43266 1.67274
H -0.93332 1.84592 0.43074
H 0.44667 2.38895 1.55008
H 1.55940 1.27178 -1.72912
H 2.63246 2.11299 -0.65452
H 0.99388 2.61072 -1.19812
H 0.68700 -1.11377 -2.45172
H 1.16587 -1.78898 -1.01869
H -3.20008 -0.55630 -0.37824
H -1.66300 -2.97694 0.11277
H -0.40228 -2.58968 -0.79879
H -1.41863 -1.52248 2.22015
H -1.30759 0.23382 2.09036
H 0.10789 -0.74308 1.95779
*
```

Kohn-Sham gap: 10.99 eV
HOMO: -0.6461 Eh
E_LUMO: -6.590 eV
energy relative to the best compared isomer or geometry (same formula, charge and spin): 1.6632 eV

Atom charges from the Mulliken analysis, given in e for atoms 1 to 8:
1 N -0.554
2 C 0.085
3 N -0.440
4 N -0.335
5 C 1.118
6 N -0.673
7 N -0.187
8 N -0.785

=====

Record 5
Here is 4 unconnected molecules or ions with the total composition C3H15NO3S from the Open Molecules 2025 dataset. Energies are from ωB97M-V with the def2-TZVPD basis set.

```
! RIJCOSX wB97M-V def2-TZVPD def2/J DEFGRID3
* xyz 0 1
C -0.28096 1.36539 0.97137
C 1.05549 1.47828 0.16735
N 0.90026 0.67636 -1.05379
C 2.21555 0.91952 1.09465
S 3.45856 -0.02644 0.16493
H -0.31887 2.18389 1.67955
H -1.18799 1.25641 0.38392
H -0.10236 0.45471 1.56442
H 1.34607 2.52029 0.03807
H 1.11503 1.28587 -1.82182
H 0.13018 0.03416 -1.10673
H 1.99402 0.40949 2.01627
H 2.83005 1.74603 1.49633
H 3.73684 0.71327 -0.93711
O -1.65982 -1.28120 -2.96020
H -1.30872 -1.80692 -3.69666
H -1.69604 -0.34457 -3.07052
O -3.77039 -0.94741 -0.40773
H -3.88035 -0.68022 0.51347
H -2.96873 -1.48238 -0.35869
O -0.50350 -2.42104 1.90394
H -0.11919 -3.22894 2.25689
H -0.98514 -2.82452 1.16208
*
```

Kohn-Sham gap: 8.62 eV
HOMO: -0.3011 Eh
E_LUMO: 0.426 eV
energy relative to the best compared isomer or geometry (same formula, charge and spin): 1.2835 eV

Atom charges from the Mulliken analysis, given in e for atoms 1 to 8:
1 C -1.313
2 C 0.355
3 N -0.432
4 C -0.761
5 S -0.256
6 H 0.343
7 H 0.384
8 H 0.236

=====

Record 6
Here is 6 unconnected molecules or ions with the total composition C3H15NO4 from the Open Molecules 2025 dataset. Energies are from ωB97M-V with the def2-TZVPD basis set.

```
! RIJCOSX wB97M-V def2-TZVPD def2/J DEFGRID3
* xyz -1 2
N -1.16418 -1.59346 1.32161
C 2.79458 -0.54221 0.49600
C 1.61088 1.15410 -1.01538
C 1.83559 0.50806 0.19235
H -1.85677 -1.03154 0.81797
H -0.36403 -1.66823 0.88103
H 3.53715 -0.66509 -0.32373
H 3.10161 -0.62993 1.53825
H 1.16137 2.16656 -0.83634
H 2.00018 0.66347 -1.91216
H 1.33646 0.94992 1.00916
H -2.09699 -0.05476 -1.10346
H -0.50699 0.24176 -1.27789
O -1.14799 -0.42016 -1.59524
H 0.29294 -1.65788 -1.49678
H 1.41532 -1.30259 -0.73239
O 1.02217 -2.15685 -1.09211
H -1.07800 2.24599 1.41151
H -2.23027 1.33027 0.90401
O -1.66575 1.56233 1.74174
H -3.64777 1.35604 -0.69189
H -1.27198 -1.05453 2.17207
O -3.07751 0.59872 -0.40832
*
```

Kohn-Sham gap (spin up / spin down): 8.38 / 6.93 eV
HOMO (spin up / spin down): -0.1836 / -0.1834 Eh
E_LUMO (spin up / spin down): 3.384 / 1.938 eV
energy relative to the best compared isomer or geometry (same formula, charge and spin): 1.2825 eV

Atom charges from the Mulliken analysis, given in e for atoms 1 to 8:
1 N -0.885
2 C -0.776
3 C -0.843
4 C 0.233
5 H 0.363
6 H 0.406
7 H 0.314
8 H 0.321